P) Computed, not measured: a 2-piece molecular cluster, C2H7OS overall, with ωB97M-V/def2-TZVPD.

**M**: 79.1 g/mol
**LUMO energy**: 3.51 eV
**Kohn-Sham gap**: 5.62 eV
**Spin multiplicity**: 1
**Net charge**: -1

Last columns: bonded neighbours and bond lengths (Å).
Positions of all 11 atoms, in Å:
1 S -1.78129 -1.65271 -1.20570  C4 1.827, H6 1.345
2 O 0.38900 0.99662 0.21815  C3 1.351
3 C 0.95431 2.21983 0.31920  O2 1.351, H7 1.124, H8 1.123, H10 1.124
4 C -0.28097 -1.85809 -0.18283  S1 1.827, H5 1.098, H9 1.088, H11 1.086
5 H -0.39883 -2.78021 0.40158  C4 1.098
6 H -2.69249 -1.74710 -0.22040  S1 1.345
7 H 1.06586 2.61751 1.36483  C3 1.124
8 H 1.99709 2.27116 -0.09517  C3 1.123
9 H -0.21038 -0.96121 0.42858  C4 1.088
10 H 0.38884 3.02331 -0.22572  C3 1.124
11 H 0.56885 -2.12910 -0.80252  C4 1.086

Q) Computed, not measured: a 2-piece molecular cluster, C2H7OS overall, with ωB97M-V/def2-TZVPD.

**M**: 79.1 g/mol
**LUMO energy**: 3.79 eV
**Kohn-Sham gap**: 6.02 eV
**Spin multiplicity**: 1
**Net charge**: -1

Last columns: bonded neighbours and bond lengths (Å).
Positions of all 11 atoms, in Å:
1 S -1.89545 -0.15979 -1.41070  C4 1.863
2 O 0.76629 -1.04208 1.54755  C3 1.398, H10 0.976
3 C 2.05626 -1.33935 1.09725  O2 1.398, H5 1.093, H6 1.087, H9 1.089
4 C -2.05732 1.69067 -1.27306  S1 1.863, H7 1.086, H8 1.089, H11 1.090
5 H 2.04962 -2.29384 0.56444  C3 1.093
6 H 2.56367 -0.66124 0.41589  C3 1.087
7 H -2.88024 1.78151 -0.57006  C4 1.086
8 H -1.18154 2.18514 -0.85414  C4 1.089
9 H 2.72744 -1.37239 1.95372  C3 1.089
10 H 0.21888 -0.92297 0.74803  O2 0.976
11 H -2.36761 2.13434 -2.21893  C4 1.090

R) Computed, not measured: a 2-piece molecular cluster, C2H7OS overall, with ωB97M-V/def2-TZVPD.

**M**: 79.1 g/mol
**LUMO energy**: 3.93 eV
**Kohn-Sham gap**: 5.34 eV
**Spin multiplicity**: 1
**Net charge**: -1

Last columns: bonded neighbours and bond lengths (Å).
Positions of all 11 atoms, in Å:
1 S 0.21385 0.04047 -0.83821  C3 1.992, C4 1.752
2 O 2.94045 -0.58423 0.40311  H8 1.001, H11 0.950
3 C -1.13409 -0.69439 0.43106  S1 1.992, H5 1.128, H9 1.168, H10 1.202
4 C -0.63920 1.56943 -0.91084  S1 1.752, H6 1.065, H7 1.087
5 H -2.10920 -0.14509 0.28757  C3 1.128
6 H -0.61462 2.37111 -0.21069  C4 1.065
7 H -1.37158 1.58379 -1.71372  C4 1.087
8 H 2.23755 -0.58747 -0.30971  O2 1.001
9 H -0.90223 -0.49969 1.55876  C3 1.168
10 H -1.09051 -1.88940 0.31350  C3 1.202
11 H 2.46960 -1.16453 0.98917  O2 0.950

S) Computed, not measured: a 2-piece molecular cluster, C2H7OS overall, with ωB97M-V/def2-TZVPD.

**M**: 79.1 g/mol
**LUMO energy**: 4.22 eV
**Kohn-Sham gap**: 6.79 eV
**Spin multiplicity**: 1
**Net charge**: -1

Last columns: bonded neighbours and bond lengths (Å).
Positions of all 11 atoms, in Å:
1 S -0.19863 -1.83155 -0.55288  H11 1.372
2 O 1.27432 1.26331 -0.26499  C3 1.400, H9 1.001
3 C 0.41838 0.93455 0.79258  O2 1.400, C4 1.641, H7 1.151, H8 1.045
4 C -1.09288 1.47950 0.45718  C3 1.641, H5 1.126, H6 1.090, H10 1.115
5 H -1.60674 1.63674 1.44672  C4 1.126
6 H -1.84154 0.87872 -0.05917  C4 1.090
7 H 0.80164 1.45974 1.74240  C3 1.151
8 H 0.29223 -0.08527 0.98228  C3 1.045
9 H 0.69967 1.02248 -1.04876  O2 1.001
10 H -1.09984 2.38944 -0.18718  C4 1.115
11 H -0.21488 -2.58784 0.59128  S1 1.372

Stability ranking, top and bottom: Q) is the most stable and R) is the least stable.

P) Computed, not measured: one molecule with the formula C2H7N, with ωB97M-V/def2-TZVPD.

**M**: 45.1 g/mol
**LUMO energy**: 1.09 eV
**SMILES string**: CCN
**Kohn-Sham gap**: 10.09 eV
**Spin multiplicity**: 1
**Net charge**: 0

Last columns: bonded neighbours and bond lengths (Å).
Positions of all 10 atoms, in Å:
1 N 1.37590 -0.17159 -0.09622  C2 1.504, H4 1.222, H5 1.146
2 C -0.00349 0.42778 -0.06190  N1 1.504, C3 1.495, H9 1.215, H10 1.213
3 C -1.34616 -0.22659 0.00546  C2 1.495, H6 1.184, H7 1.044, H8 1.110
4 H 1.83222 -0.27369 1.03293  N1 1.222
5 H 1.19368 -1.28532 -0.29512  N1 1.146
6 H -1.32383 -0.12724 1.18545  C3 1.184
7 H -2.16257 0.35166 -0.29363  C3 1.044
8 H -1.50415 -1.26878 -0.34118  C3 1.110
9 H 0.27139 1.21562 -0.94557  C2 1.215
10 H 0.15983 1.38173 0.66928  C2 1.213

Q) Computed, not measured: a 2-piece molecular cluster, C2H7N overall, with ωB97M-V/def2-TZVPD.

**M**: 45.1 g/mol
**LUMO energy**: 1.18 eV
**SMILES string**: C=N.C
**Kohn-Sham gap**: 11.20 eV
**Spin multiplicity**: 1
**Net charge**: 0

Last columns: bonded neighbours and bond lengths (Å).
Positions of all 10 atoms, in Å:
1 N 1.38666 -0.43148 -1.14788  C3 1.250, H6 1.014
2 C -2.09459 -0.14504 1.29868  H4 1.089, H5 1.089, H7 1.083, H10 1.083
3 C 2.41659 0.27529 -1.19869  N1 1.250, H8 1.093, H9 1.082
4 H -2.37944 -0.58583 2.25323  C2 1.089
5 H -2.95185 0.38002 0.87931  C2 1.089
6 H 0.75296 -0.38291 -1.93857  N1 1.014
7 H -1.62103 -0.88567 0.66613  C2 1.083
8 H 2.75320 0.89740 -2.03240  C3 1.093
9 H 3.09682 0.27860 -0.35735  C3 1.082
10 H -1.35932 0.59964 1.57754  C2 1.083

Stability ranking, top and bottom: Q) is the most stable and P) is the least stable.

P) Computed, not measured: one molecule with the formula C3H10N2S2, with ωB97M-V/def2-TZVPD.

**M**: 138.3 g/mol
**LUMO energy**: 0.31 eV
**SMILES string**: NC[C@@H](N)CSS
**Kohn-Sham gap**: 8.67 eV
**Spin multiplicity**: 1
**Net charge**: 0

Last columns: bonded neighbours and bond lengths (Å).
Positions of all 17 atoms, in Å:
1 S 2.49517 1.23379 -0.47571  S2 2.159, C6 1.779
2 S 2.13704 3.14239 -1.41830  S1 2.159, H17 1.347
3 N 0.62633 -0.85564 1.39247  C7 1.482, H12 0.997, H16 1.020
4 N -2.16126 -1.12655 0.76829  C5 1.461, H10 1.016, H11 1.039
5 C -1.12423 -1.00990 -0.25386  N4 1.461, C7 1.599, H8 1.171, H15 1.122
6 C 1.11963 0.24336 -1.01601  S1 1.779, C7 1.692, H13 1.143, H14 1.119
7 C 0.06228 -0.07366 0.26691  N3 1.482, C5 1.599, C6 1.692, H9 1.131
8 H -0.65792 -2.06323 -0.46468  C5 1.171
9 H -0.28070 0.96766 0.54644  C7 1.131
10 H -2.67460 -0.25227 0.70696  N4 1.016
11 H -2.83358 -1.84743 0.44097  N4 1.039
12 H -0.22633 -1.20726 1.77108  N3 0.997
13 H 0.37157 0.75697 -1.71181  C6 1.143
14 H 1.52237 -0.73767 -1.37417  C6 1.119
15 H -1.50275 -0.53247 -1.19590  C5 1.122
16 H 0.78238 -0.22911 2.18259  N3 1.020
17 H 2.34460 3.59101 -0.16525  S2 1.347

Q) Computed, not measured: one molecule with the formula C3H10N2S2, with ωB97M-V/def2-TZVPD.

**M**: 138.3 g/mol
**LUMO energy**: 0.60 eV
**SMILES string**: NC[C@@H](N)CSS
**Kohn-Sham gap**: 9.22 eV
**Spin multiplicity**: 1
**Net charge**: 0

Last columns: bonded neighbours and bond lengths (Å).
Positions of all 17 atoms, in Å:
1 S 2.39861 -0.29062 2.91122  S2 2.093, H12 1.334
2 S 1.01485 -1.65337 2.12969  S1 2.093, C7 1.859
3 N 1.18636 0.50710 -0.21044  C5 1.462, H10 1.092, H15 1.065
4 N -0.84893 0.59370 -2.26797  C6 1.518, H14 1.078, H16 1.060
5 C -0.04696 -0.26985 -0.10123  N3 1.462, C6 1.555, C7 1.602, H9 1.064
6 C -1.23955 0.43245 -0.81033  N4 1.518, C5 1.555, H8 1.182, H11 1.166
7 C -0.40657 -0.70375 1.39857  S2 1.859, C5 1.602, H13 1.127, H17 1.185
8 H -2.34873 0.02346 -0.80560  C6 1.182
9 H 0.06868 -1.18602 -0.63058  C5 1.064
10 H 1.08321 1.58563 -0.07238  N3 1.092
11 H -1.45231 1.44660 -0.27511  C6 1.166
12 H 2.82528 0.26680 1.77694  S1 1.334
13 H -0.35623 0.15076 2.13237  C7 1.127
14 H -1.79658 0.40028 -2.74499  N4 1.078
15 H 1.62164 0.33278 -1.16682  N3 1.065
16 H -0.31674 -0.27105 -2.57255  N4 1.060
17 H -1.38603 -1.36492 1.30922  C7 1.185

Stability ranking, top and bottom: P) is the most stable and Q) is the least stable.

P) Computed, not measured: a 2-piece molecular cluster, C5H6N2O2 overall, with ωB97M-V/def2-TZVPD.

**M**: 126.1 g/mol
**LUMO energy (alpha / beta)**: 0.14 / -0.37 eV
**Kohn-Sham gap (alpha / beta)**: 8.14 / 8.12 eV
**Spin multiplicity**: 1
**Net charge**: 0

Last columns: bonded neighbours and bond lengths (Å).
Positions of all 15 atoms, in Å:
1 O 0.47028 -0.60970 -1.12219  C5 1.440, C9 1.413
2 O -2.51439 1.07190 -0.03116  C7 1.222
3 N -0.15579 -2.14260 0.66379  N4 1.209, H15 0.986
4 N -1.32020 -1.83470 0.55449  N3 1.209
5 C 1.40486 0.40578 -0.70958  O1 1.440, C8 1.425, H10 1.172, H12 1.112
6 C -0.30442 1.28275 0.76344  C7 1.450, C8 1.317, H11 1.186
7 C -1.33790 0.75017 -0.10299  O2 1.222, C6 1.450, C9 1.428
8 C 0.96204 1.09212 0.45831  C5 1.425, C6 1.317, H13 1.078
9 C -0.88957 -0.23874 -1.03039  O1 1.413, C7 1.428, H14 1.050
10 H 1.69955 1.02492 -1.66048  C5 1.172
11 H -0.67572 1.65183 1.82754  C6 1.186
12 H 2.37020 -0.05451 -0.40561  C5 1.112
13 H 1.73356 1.39069 1.14908  C8 1.078
14 H -1.60064 -0.84939 -1.50438  C9 1.050
15 H 0.15815 -2.94053 1.15014  N3 0.986

Q) Computed, not measured: one molecule with the formula C5H6N2O2, with ωB97M-V/def2-TZVPD.

**M**: 126.1 g/mol
**LUMO energy**: 0.54 eV
**SMILES string**: O[C@H]1CCc2nonc21
**Kohn-Sham gap**: 10.90 eV
**Spin multiplicity**: 1
**Net charge**: 0

Last columns: bonded neighbours and bond lengths (Å).
Positions of all 15 atoms, in Å:
1 O 1.47728 -0.52959 1.33399  C8 1.422, H10 0.937
2 O -1.60137 -2.37546 -0.81393  N3 1.376, N4 1.348
3 N -1.20282 -1.48196 -1.78150  O2 1.376, C5 1.299
4 N -1.28469 -2.06592 0.45874  O2 1.348, C6 1.282
5 C -0.60637 -0.51692 -1.14880  N3 1.299, C6 1.571, C7 1.444
6 C -0.62954 -0.96870 0.35587  N4 1.282, C5 1.571, C8 1.480
7 C 0.16897 0.69756 -1.24925  C5 1.444, C9 1.570, H12 1.052, H14 1.156
8 C 0.16740 -0.00690 1.14899  O1 1.422, C6 1.480, C9 1.572, H13 1.208
9 C 0.28469 1.25202 0.21457  C7 1.570, C8 1.572, H11 1.206, H15 1.170
10 H 1.70002 -0.09374 2.13245  O1 0.937
11 H 1.36043 1.72281 0.49053  C9 1.206
12 H -0.12501 1.39406 -1.98017  C7 1.052
13 H -0.34473 0.46106 2.13842  C8 1.208
14 H 1.21401 0.49139 -1.69947  C7 1.156
15 H -0.57828 2.02029 0.39958  C9 1.170

Stability ranking, top and bottom: Q) is the most stable and P) is the least stable.